Record 1
Here is C42H57Cl2F6InN5O4S2Se2Si2Te as an isolated structure from OMol25. Energies are from wB97M-V/def2-TZVPD.

Output
Charge   -1

Last column: Löwdin charge in e.
Atoms and positions in Å:
In -0.1305 2.1264 1.1036  0.730
C 0.6107 0.3468 -5.4090  -0.412
Se 0.9671 0.4419 -3.4966  0.884
C 1.6395 2.2732 -3.4602  -0.554
C 0.6375 3.3050 -3.9291  -0.539
Se -1.0813 3.2177 -2.9893  0.880
C -1.0890 4.9614 -2.1441  -0.366
H 1.5131 0.5465 -5.9839  0.021
H -0.1744 1.0467 -5.6893  0.014
H 0.2693 -0.6651 -5.6222  0.013
H 2.5388 2.2993 -4.0815  0.070
H 1.9268 2.4478 -2.4251  0.026
H 0.4500 3.2089 -4.9994  0.043
H 1.0367 4.3063 -3.7569  0.069
H -1.3027 5.7379 -2.8751  0.020
H -0.1314 5.1356 -1.6620  0.006
H -1.8820 4.9051 -1.4010  0.011
F -0.2621 2.3478 6.4323  0.133
C -0.2522 1.8098 5.2112  -0.676
F -1.1054 2.4758 4.4405  0.123
F -0.6772 0.5462 5.3134  0.116
S 1.4709 1.8515 4.5384  0.568
O 1.3708 1.4429 3.1617  -0.385
O 2.1838 0.9926 5.4331  -0.270
N 1.9309 3.3397 4.7112  -0.282
S 1.6135 4.4779 3.6626  0.588
O 0.4972 4.2093 2.7890  -0.382
O 2.7964 5.0654 3.1179  -0.261
C 0.9587 5.7651 4.8235  -0.670
F 1.8803 6.1322 5.7200  0.127
F -0.1113 5.3286 5.4869  0.133
F 0.6017 6.8557 4.1333  0.127
C 4.0733 -3.8786 -1.2732  -0.034
C 4.5136 -3.2975 0.0415  -0.213
C 5.6869 -3.7201 0.6546  -0.056
C 6.1358 -3.1534 1.8375  -0.094
C 5.3968 -2.1420 2.4339  -0.075
C 4.2120 -1.7165 1.8583  -0.022
C 3.7652 -2.2894 0.6664  -0.229
N 2.5518 -1.8793 0.0923  0.136
C 2.0274 -0.5871 0.1721  -0.361
N 2.9975 0.3384 -0.0306  0.156
C 2.9904 1.7518 -0.1411  -0.227
C 1.8592 2.5203 0.1201  -0.223
C 2.0065 3.8989 -0.0823  -0.179
C 3.1813 4.4772 -0.5375  -0.090
C 4.2773 3.6643 -0.7817  -0.063
C 4.2046 2.2950 -0.5851  -0.227
C 5.4041 1.4225 -0.8495  -0.049
N 0.7666 -0.3609 0.3527  0.094
C -0.0877 -1.4912 0.4136  -0.336
C -0.5669 -1.9769 -0.7511  -0.117
C -1.5326 -3.0199 -1.0713  -0.122
C -2.3339 -3.7195 -0.2645  -0.101
C -1.0533 -3.3806 1.9125  -0.341
C -0.4578 -1.9747 1.8103  -0.672
C 0.6939 -1.7972 2.7891  -0.090
H 4.8712 -4.4763 -1.7126  0.077
H 3.8038 -3.0882 -1.9768  0.085
H 3.2009 -4.5265 -1.1660  0.056
H 6.2696 -4.4984 0.1757  0.106
H 7.0586 -3.4950 2.2863  0.097
H 5.7283 -1.6884 3.3581  0.107
H 3.6229 -0.9421 2.3337  0.122
H 1.9148 -2.5781 -0.2514  0.106
H 3.8792 -0.0849 -0.2661  0.101
H 1.1775 4.5636 0.1526  0.075
H 3.2567 5.5505 -0.6620  0.100
H 5.2154 4.0949 -1.1147  0.102
H 6.2522 2.0314 -1.1601  0.075
H 5.2167 0.6950 -1.6458  0.082
H 5.7122 0.8623 0.0428  0.084
H -0.1795 -1.4591 -1.6247  0.050
H -1.5953 -3.2339 -2.1340  0.106
H -2.9865 -4.4550 -0.7219  0.105
H -1.2539 -3.4986 2.9872  0.114
H 0.3887 -2.1410 3.7782  0.099
H 0.9843 -0.7576 2.8694  0.048
H 1.5554 -2.3783 2.4661  0.053
Cl -1.7517 -0.7930 2.3892  0.729
C -4.0153 0.7794 0.1867  -0.392
C -4.8348 0.0462 1.0038  -0.138
C -5.9568 0.6989 1.5217  -0.120
C -6.1892 2.0384 1.2073  -0.131
C -5.3375 2.7622 0.3950  -0.631
Cl -5.6693 4.4274 0.0140  0.636
C -4.1931 2.1447 -0.1421  -0.607
N -3.2188 2.6316 -0.9617  -0.286
H -4.6321 -0.9917 1.2387  0.081
H -6.6438 0.1757 2.1720  0.088
H -7.0613 2.5391 1.6093  0.097
C -5.0203 -0.0374 -5.1738  -0.193
Si -4.8143 0.8678 -3.5254  0.447
C -6.3035 0.4612 -2.4551  -0.157
C -4.7054 2.7038 -3.8740  -0.189
C -3.2540 0.0926 -2.7910  -0.478
Te -2.3024 0.8270 -1.0157  1.476
C -2.4107 -3.5607 1.2208  -0.216
Si 0.0723 -4.9027 1.6064  0.577
C 0.6306 -5.2342 -0.1626  -0.166
C -0.9848 -6.3764 2.1295  -0.175
C 1.6140 -4.9161 2.6865  -0.167
H -5.9371 0.2721 -5.6778  0.025
H -5.0655 -1.1185 -5.0339  0.023
H -4.1860 0.1796 -5.8425  0.022
H -7.2007 0.9340 -2.8591  0.032
H -6.1795 0.8030 -1.4294  0.006
H -6.4764 -0.6171 -2.4286  0.033
H -5.7105 3.0993 -4.0379  0.030
H -4.1110 2.9033 -4.7678  0.020
H -4.2537 3.2314 -3.0359  -0.012
H -2.4540 0.0807 -3.5382  -0.008
H -3.4699 -0.9579 -2.5610  0.010
H -3.0403 -2.6951 1.4571  0.066
H -2.9211 -4.4201 1.6568  0.101
H -0.1653 -5.6862 -0.7526  0.033
H 1.4760 -5.9262 -0.1306  0.033
H 0.9425 -4.3360 -0.6885  0.001
H -1.8466 -6.5111 1.4754  0.026
H -1.3517 -6.2667 3.1512  0.036
H -0.3920 -7.2917 2.0862  0.030
H 2.4315 -4.3342 2.2573  0.016
H 1.9632 -5.9476 2.7730  0.033
H 1.4306 -4.5403 3.6924  0.037

Record 2
Here is a 2-piece molecular cluster, C41H34N3O overall from OMol25. Energies are from wB97M-V/def2-TZVPD.

Output
Charge   +1

Last column: Löwdin charge in e.
Atoms and positions in Å:
C -1.1391 2.8084 1.2946  -0.023
O -0.7438 1.8184 2.2964  -0.167
C -1.3039 0.5874 2.2273  -0.242
C -2.7550 0.5421 2.0215  -0.220
C -3.2888 -0.0590 0.8653  -0.033
C -4.6724 -0.1560 0.7166  -0.067
C -5.5160 0.3860 1.6914  -0.083
C -4.9849 1.0405 2.8122  -0.083
C -3.6071 1.1423 2.9728  -0.043
C -0.5090 -0.5517 2.2078  -0.106
N -0.8879 -1.8435 1.9528  -0.013
C -2.1215 -2.5216 2.0608  -0.220
C -2.3795 -3.5559 1.1472  -0.022
C -3.6149 -4.1986 1.1809  -0.077
C -4.5342 -3.8972 2.1982  -0.085
C -4.2051 -2.9550 3.1864  -0.079
C -2.9848 -2.2942 3.1383  -0.030
N 0.1966 -2.6525 1.6921  0.193
C 1.2481 -1.8842 1.8487  -0.212
C 2.6252 -2.3688 1.8186  -0.144
C 3.6307 -1.7487 2.5861  -0.028
C 4.9275 -2.2592 2.6118  -0.074
C 5.2472 -3.4064 1.8740  -0.076
C 4.2537 -4.0453 1.1097  -0.073
C 2.9532 -3.5384 1.0783  -0.018
N 0.8814 -0.5778 2.1659  0.099
C 1.7123 0.5732 1.9916  -0.238
C 1.9382 1.4143 3.0700  -0.047
C 2.7907 2.5138 2.9180  -0.074
C 3.3325 2.8020 1.6613  -0.081
C 3.0378 1.9887 0.5660  -0.057
C 2.2417 0.8486 0.7343  0.009
H -0.3852 3.5978 1.3316  0.084
H -1.1480 2.3197 0.3186  0.099
H -2.1310 3.2208 1.5444  0.087
H -2.6017 -0.4460 0.1054  0.130
H -5.0849 -0.6587 -0.1661  0.113
H -6.5965 0.2876 1.5794  0.104
H -5.6418 1.4701 3.5688  0.100
H -3.1572 1.6369 3.8366  0.108
H -1.6019 -3.8488 0.4345  0.112
H -3.8510 -4.9613 0.4310  0.108
H -5.4965 -4.4140 2.2390  0.103
H -4.8968 -2.7610 4.0089  0.107
H -2.6661 -1.6075 3.9249  0.121
H 3.3908 -0.8549 3.1553  0.101
H 5.6883 -1.7635 3.2146  0.105
H 6.2646 -3.8086 1.8962  0.107
H 4.5094 -4.9453 0.5396  0.109
H 2.1823 -4.0194 0.4717  0.114
H 1.4569 1.2029 4.0309  0.100
H 3.0097 3.1468 3.7794  0.100
H 3.9805 3.6740 1.5343  0.109
H 3.4146 2.2344 -0.4255  0.111
H 2.0193 0.1873 -0.1085  0.134
C -0.7101 3.1802 5.6917  0.133
C -1.6079 4.2722 5.6114  -0.171
C -1.5509 5.0886 4.4262  0.018
C -2.4308 6.1435 4.2402  -0.040
C -3.4222 6.4258 5.1948  -0.010
C -3.4759 5.6722 6.3743  -0.036
C -2.5487 4.6618 6.6110  0.016
C -0.3317 2.4270 6.8345  -0.169
C 0.9660 1.8035 6.8308  0.009
C 1.3658 0.9690 7.8637  -0.040
C 0.5413 0.7764 8.9840  -0.016
C -0.6925 1.4373 9.0522  -0.038
C -1.1425 2.2126 7.9867  0.007
H -0.1251 2.9891 4.7824  0.123
H -0.7503 4.8928 3.7038  0.125
H -2.3432 6.7704 3.3482  0.123
H -4.1428 7.2275 5.0216  0.126
H -4.2286 5.8958 7.1309  0.122
H -2.5313 4.2120 7.5982  0.095
H 1.6548 2.0443 6.0137  0.108
H 2.3411 0.4751 7.8148  0.123
H 0.8553 0.1111 9.7906  0.125
H -1.3104 1.3442 9.9449  0.121
H -2.1362 2.6472 8.0494  0.097

E_HOMO (eV)
-4.05; -8.27
Frontier orbital gap (eV)
5.771; 2.475
Lowest unoccupied orbital energy (eV)
1.72; -5.80